No. 1
C13H26MgN4OP2 as an isolated structure, computed with ωB97M-V/def2-TZVPD.

Last column: Mulliken spin population.
Element x y z (Å)
Mg1 -0.1040 -0.3158 0.1265  -0.0192
P1 2.7404 0.4513 1.0853  -0.0001
P2 -1.1081 -2.7270 -0.5064  -0.0053
N1 -0.0744 1.9390 0.0977  -0.0034
N2 -2.0036 0.2420 -0.7122  0.4763
H1 -1.1515 3.4653 -0.9809  0.0002
H2 -3.3560 1.8192 -0.3035  0.0231
H3 -1.8112 3.0909 0.6497  0.0009
C1 -1.3526 2.6412 -0.2555  0.0141
H4 -2.5016 1.9972 -1.9171  0.0254
C2 -2.3882 1.6632 -0.8503  -0.0608
H5 1.2223 3.5262 -0.2415  -0.0001
H6 -3.8611 -0.3379 -1.5081  0.0131
C3 1.0822 2.4484 -0.0941  0.0005
C4 -2.8728 -0.6599 -1.1143  -0.0348
C5 2.3440 1.6540 -0.3403  0.0005
C6 -2.6450 -2.0373 -1.1039  0.5080
H7 3.2398 2.2287 -0.6012  0.0000
H8 -3.4295 -2.6961 -1.4828  -0.0030
H9 -0.8558 -3.5477 -1.6385  0.0280
H10 -1.7138 -3.7449 0.2883  0.0235
H11 3.7841 -0.1108 0.2977  0.0001
H12 3.6164 1.3442 1.6953  0.0000
H13 -0.6598 -0.0444 -2.9171  -0.0018
C7 0.4411 -0.1815 -2.9212  0.0076
C8 0.7784 -1.4698 -3.6535  0.0005
C9 1.0429 1.0894 -3.5271  0.0001
O1 0.7126 -0.4812 -1.5824  0.0040
H14 0.3350 -1.4705 -4.6495  -0.0001
H15 1.8663 -1.6115 -3.7163  0.0002
H16 0.3963 -2.3139 -3.0700  0.0001
H17 0.7507 1.9863 -2.9805  0.0003
H18 2.1323 1.0548 -3.6286  0.0001
H19 0.6504 1.2538 -4.5373  0.0000
H20 2.1279 0.9790 -1.1259  -0.0002
C10 -2.3704 -1.7896 2.6464  0.0012
C11 -1.5798 -0.5874 2.9836  0.0020
N3 -0.6037 -0.0164 2.2833  -0.0020
C12 -0.1689 1.0896 3.0251  -0.0002
C13 -0.9015 1.1815 4.1774  0.0018
N4 -1.7754 0.0984 4.1404  -0.0006
H21 -1.6931 -2.6186 2.3948  -0.0032
H22 -2.9843 -2.0515 3.5204  -0.0001
H23 -3.0225 -1.5604 1.7922  0.0033
H24 0.6232 1.7369 2.6690  0.0000
H25 -0.8504 1.8887 4.9890  0.0000
H26 -2.4746 -0.1580 4.8289  0.0001

Atomic forces in eV per Å
0.227 0.968 -0.166
0.386 0.211 -1.509
0.187 -0.787 0.267
0.250 -0.389 -0.916
-0.668 0.165 0.000
-0.101 -0.586 0.592
0.650 -0.158 -0.707
0.515 -0.185 -0.349
1.010 0.575 1.062
-0.213 -0.935 0.737
-0.237 0.076 -0.154
-0.370 0.057 -0.176
0.605 -0.030 0.155
-0.042 0.733 -0.798
-0.986 0.486 -0.511
-0.079 0.242 1.955
-0.499 0.322 -0.157
-0.538 0.245 0.272
0.196 0.300 0.102
0.204 0.173 0.337
0.164 0.060 -0.221
-0.196 -0.242 0.404
0.136 0.140 0.637
0.026 0.084 -0.781
-0.930 -0.888 0.879
0.074 0.183 -0.589
0.061 -0.133 -0.226
0.789 0.598 0.996
0.156 -0.222 -0.187
-0.224 0.149 -0.090
-0.057 0.195 -0.260
0.097 -0.018 0.286
-0.050 -0.049 0.213
0.003 -0.266 0.066
-0.411 -0.733 -1.001
-0.056 -0.099 -0.029
0.801 1.011 0.559
-0.285 -0.072 0.128
-0.648 -0.451 0.196
0.205 -0.556 -0.652
0.096 0.177 -0.253
-0.382 0.189 0.128
0.120 -0.149 -0.453
0.065 -0.276 0.202
-0.266 -0.196 0.165
-0.099 -0.148 -0.020
0.312 0.231 -0.131

Properties
- LUMO energy (alpha / beta): -2.3 / -4.9 eV
- Net charge: +1
- Highest occupied orbital energy (alpha / beta): -0.4042 / -0.4037 Eh
- Frontier orbital gap (alpha / beta): 0.3213 / 0.2224 Eh
- Energy: -45927.3055 eV
- Spin multiplicity: 2
- Max |F|: 2.0 eV/A

---

No. 2
A 10-piece molecular cluster, C10H28Cl4N8O16 overall, computed with ωB97M-V/def2-TZVPD.

Last column: natural (NBO) charge in e.
Element x y z (Å)
C1 0.1619 -0.0328 0.0059  -0.5033
N1 -1.0058 0.0374 0.9367  0.5289
O1 -1.9993 0.6304 0.6229  -0.3221
O2 -0.8810 -0.4311 2.0736  -0.4347
H1 0.3501 0.9431 -0.4417  0.2338
H2 -0.1715 -0.6126 -0.8548  0.2370
H3 1.0238 -0.4856 0.4960  0.2479
C2 -2.6232 -1.8260 -4.2300  -0.4849
N2 -2.4663 -1.7948 -2.7564  0.5260
O3 -2.5605 -0.7380 -2.1579  -0.3421
O4 -2.1096 -2.8062 -2.1810  -0.4012
H4 -2.1098 -0.9574 -4.6424  0.2276
H5 -3.6940 -1.7429 -4.4162  0.2425
H6 -2.2298 -2.7207 -4.7124  0.2371
C3 2.1615 0.5881 4.0628  -0.4772
N3 3.2378 1.6004 4.0879  0.5340
O5 4.3617 1.1566 4.2127  -0.3758
O6 2.9070 2.7675 4.0486  -0.3859
H7 2.5737 -0.4210 4.0597  0.2394
H8 1.6986 0.8301 3.1062  0.2308
H9 1.5789 0.8008 4.9591  0.2340
C4 -4.5272 -3.7071 0.7905  -0.4852
N4 -3.8723 -2.4581 1.2120  0.5105
O7 -3.4629 -2.3892 2.3975  -0.3957
O8 -3.8084 -1.5158 0.4343  -0.3367
H10 -4.8639 -3.4975 -0.2248  0.2309
H11 -5.2441 -4.0228 1.5484  0.2431
H12 -3.8009 -4.5184 0.7412  0.2343
C5 3.7134 2.9251 -0.6383  -0.4861
N5 3.3117 1.4792 -0.6397  0.5362
O9 2.5768 1.2131 -1.5988  -0.4219
O10 3.7616 0.6397 0.1302  -0.3564
H13 4.3403 3.1761 0.2173  0.2361
H14 2.8228 3.5533 -0.6564  0.2585
H15 4.2736 3.0601 -1.5636  0.2365
C6 4.1781 -1.9641 -1.2705  -0.5047
N6 3.7250 -2.5312 0.0307  0.5344
O11 4.6028 -2.9270 0.8202  -0.3759
O12 2.5436 -2.4143 0.2817  -0.3809
H16 4.4086 -2.7437 -1.9965  0.2378
H17 5.1410 -1.4857 -1.0914  0.2338
H18 3.5143 -1.2695 -1.7851  0.2453
C7 -2.7756 1.4994 4.0326  -0.4907
N7 -4.2015 1.4359 3.5720  0.5127
O13 -4.4150 1.0488 2.3944  -0.3641
O14 -5.1070 1.7337 4.3551  -0.3823
H19 -2.3447 0.4998 3.9760  0.2636
H20 -2.7644 1.9256 5.0357  0.2212
H21 -2.1764 2.1099 3.3569  0.2351
C8 -0.3613 1.5547 -3.7352  -0.4851
N8 -0.5971 2.4886 -2.5398  0.5317
O15 0.1592 3.4606 -2.4373  -0.4128
O16 -1.4382 2.2130 -1.7237  -0.3312
H22 0.6727 1.2103 -3.7148  0.2454
H23 -0.6186 2.2282 -4.5527  0.2342
H24 -1.0320 0.6961 -3.7022  0.2236
Cl1 1.1295 5.4677 0.6416  -0.0408
C9 -0.1316 4.2442 0.9201  -0.3973
Cl2 0.5516 2.8367 1.7011  -0.0370
H25 -0.8787 4.6744 1.5871  0.2277
H26 -0.5385 3.9193 -0.0375  0.2498
Cl3 0.9844 -2.0660 -3.0369  -0.0685
C10 0.9122 -3.8029 -2.4814  -0.3353
Cl4 2.5894 -4.5410 -2.4209  -0.0572
H27 0.5485 -3.8251 -1.4541  0.2434
H28 0.2949 -4.3994 -3.1532  0.2281

Atomic forces in eV per Å
-0.419 -0.334 -0.762
0.036 0.489 1.762
0.073 0.292 -1.003
0.778 -0.257 -0.726
-0.036 0.071 0.685
0.004 -0.402 0.226
-0.280 0.149 -0.032
-0.525 0.355 -0.578
1.491 0.302 1.428
-0.446 0.013 -1.199
-0.321 -0.828 -0.514
-0.183 -0.012 0.202
0.080 0.073 -0.086
-0.014 -0.074 0.671
-0.079 0.272 -0.483
0.535 -0.706 0.834
0.333 0.684 -0.204
0.329 -0.111 -0.153
0.058 0.333 0.040
-0.753 -0.432 0.390
-0.378 -0.135 -0.431
0.349 -0.435 -0.583
0.941 1.832 2.386
-0.753 -0.599 -2.203
-0.184 -1.408 0.339
-0.526 -0.269 0.352
-0.231 0.456 -0.326
0.324 0.296 0.070
0.469 0.137 0.528
-0.139 -0.575 -1.114
0.359 -0.209 0.989
-0.510 1.426 -0.416
-0.157 -0.341 0.007
-0.035 -0.329 -0.017
-0.099 -0.040 0.074
1.568 -0.008 -1.005
1.105 0.936 0.833
-1.698 0.309 -1.560
0.055 -0.607 0.157
-0.205 -0.315 0.465
-0.197 0.086 0.293
-0.452 -0.210 0.853
0.057 0.117 0.112
-1.505 -0.694 -2.065
0.727 0.982 2.801
1.411 -0.243 -0.636
-0.306 -0.030 0.060
-0.104 -0.215 -0.145
-0.406 0.045 -0.172
-0.539 0.759 0.453
1.342 -0.011 0.366
-0.610 -0.878 -0.532
-0.334 -0.126 -0.281
-0.034 0.474 -0.030
0.421 -0.401 -0.315
-0.106 0.391 0.379
-0.167 0.020 -0.088
-0.177 0.313 -0.231
0.158 -0.404 0.332
0.117 -0.073 -0.239
0.010 0.257 0.161
-0.099 -1.132 0.184
0.959 0.197 0.253
-1.316 0.239 -0.296
0.009 0.211 -0.284
0.227 0.332 0.024

Properties
- LUMO energy: -0.4 eV
- Highest occupied orbital energy: -0.3694 Eh
- Frontier orbital gap: 0.3542 Eh
- Energy: -105571.2589 eV
- SMILES: C[N+](=O)[O-].C[N+](=O)[O-].C[N+](=O)[O-].C[N+](=O)[O-].C[N+](=O)[O-].C[N+](=O)[O-].C[N+](=O)[O-].C[N+](=O)[O-].ClCCl.ClCCl
- Spin multiplicity: 1
- ΔE to the lowest compared entry with this formula, charge and spin: 33.73 kcal/mol
- Max |F|: 3.2 eV/A